# 1
Molecular formula: C2H6NS
Method: DFT, wB97M-V/def2-TZVPD

Element x y z (Å)
S (-1.272, -3.375, 0.525)
H (-0.131, -3.286, -0.182)
C (0.710, 1.275, 0.664)
C (-0.435, 0.368, -1.094)
N (-0.197, 1.441, -0.466)
H (0.415, 0.435, 1.308)
H (1.778, 1.139, 0.494)
H (0.631, 2.171, 1.282)
H (-1.147, 0.442, -1.919)
H (-0.351, -0.611, -0.612)

* E_LUMO: 3.914 eV
* highest occupied orbital energy: -2.607 eV
* total charge: -1

# 2
Molecular formula: C4H17NO3
Method: DFT, wB97M-V/def2-TZVPD

Element x y z (Å)
C (-0.775, -1.873, -1.217)
C (0.070, -1.093, -0.177)
N (0.143, 0.320, -0.448)
C (-0.832, 1.232, 0.114)
C (-2.369, 0.968, 0.208)
H (-0.086, -2.216, -2.017)
H (-1.217, -2.865, -1.003)
H (-1.570, -1.272, -1.605)
H (1.078, -1.475, -0.058)
H (-0.471, -1.346, 0.745)
H (0.286, 0.448, -1.448)
H (-0.655, 1.261, 1.203)
H (-0.581, 2.267, -0.076)
H (-2.850, 1.453, -0.647)
H (-2.765, 1.428, 1.108)
H (-2.672, -0.070, 0.162)
O (-0.684, -0.248, 2.951)
H (-0.946, -0.229, 2.019)
H (-0.059, 0.485, 2.924)
O (2.326, 2.020, 0.129)
H (2.147, 1.099, -0.196)
H (3.110, 2.047, -0.439)
O (3.334, -0.411, -0.781)
H (3.113, -0.934, -0.007)
H (2.927, -0.996, -1.445)

* E_LUMO: 0.434 eV
* highest occupied orbital energy: -8.990 eV
* total charge: 0

# 3
Molecular formula: C120H138N24O6S
Method: DFT, wB97M-V/def2-TZVPD

Element x y z (Å)
C (3.115, -1.863, -6.771)
N (4.052, -2.597, -5.796)
C (3.273, -3.522, -4.876)
C (4.912, -3.446, -6.750)
C (4.874, -1.547, -5.076)
C (6.099, -2.121, -4.216)
O (5.631, -2.767, -3.028)
H (2.533, -2.629, -7.284)
H (3.659, -1.166, -7.409)
H (2.469, -1.286, -6.110)
H (2.676, -2.894, -4.215)
H (3.933, -4.211, -4.350)
H (2.717, -4.111, -5.606)
H (5.448, -4.197, -6.169)
H (5.572, -2.809, -7.339)
H (4.257, -3.916, -7.484)
H (4.201, -0.985, -4.428)
H (5.284, -0.835, -5.792)
H (6.770, -1.337, -3.865)
H (6.709, -2.861, -4.733)
H (4.844, -2.290, -2.755)
C (-1.719, 0.090, 1.930)
N (-0.533, 0.197, 0.981)
C (-0.335, 1.647, 0.519)
C (0.766, -0.162, 1.683)
C (-0.878, -0.553, -0.338)
C (-1.063, -2.047, -0.188)
O (0.084, -2.802, 0.172)
H (-1.841, -0.905, 2.358)
H (-2.577, 0.469, 1.375)
H (-1.540, 0.784, 2.752)
H (-1.285, 2.072, 0.198)
H (0.330, 1.779, -0.334)
H (-0.090, 2.291, 1.363)
H (1.466, -0.066, 0.853)
H (0.763, -1.174, 2.088)
H (0.812, 0.477, 2.565)
H (-0.161, -0.383, -1.141)
H (-1.726, -0.111, -0.862)
H (-1.289, -2.458, -1.172)
H (-2.006, -2.223, 0.330)
H (0.781, -2.523, -0.427)
S (2.407, -0.822, -2.155)
O (3.809, -1.094, -1.990)
O (1.689, -1.979, -1.570)
O (1.988, 0.369, -1.374)
O (2.055, -0.733, -3.575)
N (-1.735, -1.069, 4.904)
C (-0.541, -0.948, 5.541)
C (-0.322, -1.328, 6.842)
C (-1.391, -1.898, 7.493)
C (-2.662, -2.006, 6.931)
C (-2.796, -1.595, 5.589)
H (0.223, -0.363, 5.052)
H (0.685, -1.208, 7.213)
H (-1.232, -2.263, 8.497)
H (-3.499, -2.291, 7.550)
H (-3.746, -1.662, 5.080)
N (0.783, 4.623, -0.923)
C (1.792, 4.073, -1.581)
C (2.895, 4.781, -2.013)
C (2.903, 6.147, -1.775)
C (1.794, 6.781, -1.230)
C (0.786, 5.955, -0.848)
H (1.822, 2.994, -1.564)
H (3.752, 4.259, -2.412)
H (3.774, 6.750, -1.987)
H (1.793, 7.814, -0.915)
H (-0.045, 6.412, -0.330)
N (-3.129, 3.248, -0.554)
C (-2.833, 4.113, -1.568)
C (-3.701, 5.174, -1.995)
C (-4.882, 5.301, -1.311)
C (-5.277, 4.406, -0.348)
C (-4.333, 3.412, 0.026)
H (-1.905, 3.828, -2.042)
H (-3.314, 5.843, -2.750)
H (-5.582, 6.068, -1.611)
H (-6.128, 4.559, 0.299)
H (-4.479, 2.998, 1.013)
N (6.240, 3.100, 2.433)
C (5.008, 2.690, 2.915)
C (3.949, 2.301, 2.089)
C (4.188, 2.275, 0.715)
C (5.447, 2.596, 0.260)
C (6.407, 3.158, 1.111)
H (4.831, 2.752, 3.978)
H (2.956, 1.986, 2.373)
H (3.522, 1.755, 0.042)
H (5.696, 2.374, -0.768)
H (7.418, 3.412, 0.831)
N (-2.386, 4.898, -5.208)
C (-2.159, 6.210, -5.365)
C (-0.914, 6.791, -5.236)
C (0.178, 5.943, -4.888)
C (-0.057, 4.609, -4.601)
C (-1.345, 4.126, -4.802)
H (-2.944, 6.896, -5.647)
H (-0.702, 7.781, -5.609)
H (1.174, 6.344, -4.772)
H (0.800, 3.969, -4.450)
H (-1.507, 3.085, -4.568)
N (-0.714, -5.999, 4.240)
C (-0.989, -7.345, 4.195)
C (-0.737, -8.083, 3.026)
C (-0.139, -7.450, 1.927)
C (0.141, -6.113, 1.992)
C (-0.122, -5.404, 3.147)
H (-1.421, -7.795, 5.076)
H (-0.996, -9.132, 3.024)
H (-0.063, -7.991, 0.995)
H (0.585, -5.600, 1.151)
H (0.105, -4.361, 3.310)
N (-0.955, 7.792, 3.244)
C (-1.555, 6.805, 2.566)
C (-2.104, 7.001, 1.312)
C (-2.158, 8.331, 0.841)
C (-1.661, 9.399, 1.631)
C (-0.985, 9.089, 2.825)
H (-1.422, 5.845, 3.041)
H (-2.605, 6.235, 0.739)
H (-2.679, 8.620, -0.060)
H (-1.741, 10.418, 1.282)
H (-0.382, 9.857, 3.288)
N (-9.226, -1.063, -0.254)
C (-9.464, -1.384, 1.025)
C (-8.829, -0.785, 2.092)
C (-8.131, 0.421, 1.838)
C (-7.851, 0.773, 0.544)
C (-8.401, -0.046, -0.489)
H (-10.222, -2.137, 1.184)
H (-9.052, -1.096, 3.102)
H (-7.633, 0.991, 2.608)
H (-7.202, 1.611, 0.338)
H (-8.279, 0.177, -1.539)
N (-5.005, 0.129, -1.672)
C (-4.148, 0.501, -2.641)
C (-3.467, -0.469, -3.426)
C (-3.633, -1.827, -3.125)
C (-4.567, -2.198, -2.209)
C (-5.144, -1.191, -1.440)
H (-4.064, 1.577, -2.684)
H (-2.787, -0.236, -4.232)
H (-3.070, -2.571, -3.669)
H (-4.801, -3.240, -2.049)
H (-5.937, -1.463, -0.760)
N (9.585, -1.521, -0.273)
C (9.600, -1.033, 0.996)
C (8.461, -0.482, 1.552)
C (7.303, -0.317, 0.815)
C (7.296, -0.815, -0.503)
C (8.409, -1.501, -0.989)
H (10.464, -1.092, 1.642)
H (8.381, -0.152, 2.577)
H (6.380, 0.159, 1.113)
H (6.391, -0.744, -1.089)
H (8.439, -1.876, -2.001)
N (2.926, 0.516, 8.531)
C (3.651, -0.465, 7.897)
C (3.737, -0.502, 6.491)
C (3.197, 0.540, 5.727)
C (2.530, 1.584, 6.363)
C (2.446, 1.519, 7.749)
H (4.068, -1.293, 8.452)
H (4.150, -1.407, 6.070)
H (3.251, 0.450, 4.652)
H (2.145, 2.450, 5.845)
H (2.047, 2.377, 8.269)
N (3.365, -1.687, 3.058)
C (3.203, -2.904, 3.602)
C (3.446, -4.101, 2.986)
C (3.892, -4.020, 1.656)
C (4.214, -2.790, 1.112)
C (3.897, -1.659, 1.846)
H (2.864, -2.899, 4.627)
H (3.312, -5.066, 3.451)
H (4.146, -4.957, 1.181)
H (4.517, -2.718, 0.078)
H (4.010, -0.681, 1.402)
N (6.138, 2.773, -3.505)
C (5.117, 1.924, -3.349)
C (3.938, 1.980, -4.136)
C (3.864, 3.001, -5.117)
C (4.896, 3.915, -5.252)
C (6.018, 3.757, -4.429)
H (5.288, 1.114, -2.656)
H (3.128, 1.269, -4.059)
H (2.917, 3.118, -5.623)
H (4.857, 4.779, -5.898)
H (6.736, 4.558, -4.526)
N (-3.857, -2.666, 2.194)
C (-5.180, -2.504, 2.384)
C (-5.892, -3.107, 3.389)
C (-5.256, -3.926, 4.367)
C (-3.919, -4.183, 4.136)
C (-3.310, -3.608, 2.971)
H (-5.646, -1.767, 1.746)
H (-6.941, -2.876, 3.502)
H (-5.811, -4.137, 5.269)
H (-3.323, -4.828, 4.764)
H (-2.248, -3.729, 2.818)
N (-1.143, -3.883, -6.151)
C (-0.793, -4.965, -5.401)
C (-0.314, -4.768, -4.142)
C (-0.149, -3.494, -3.600)
C (-0.508, -2.416, -4.367)
C (-1.065, -2.639, -5.655)
H (-0.854, -5.935, -5.870)
H (-0.131, -5.614, -3.496)
H (0.235, -3.475, -2.591)
H (-0.254, -1.482, -3.888)
H (-1.391, -1.884, -6.355)
N (0.234, 2.761, 4.038)
C (-0.579, 2.717, 5.132)
C (-0.634, 3.794, 5.968)
C (0.271, 4.830, 5.790)
C (1.160, 4.860, 4.681)
C (0.985, 3.837, 3.772)
H (-1.344, 1.979, 5.327)
H (-1.322, 3.747, 6.799)
H (0.262, 5.638, 6.508)
H (1.819, 5.687, 4.465)
H (1.505, 3.824, 2.826)
N (-4.029, -7.500, -0.908)
C (-3.844, -7.300, 0.466)
C (-3.006, -6.258, 0.965)
C (-2.351, -5.445, 0.047)
C (-2.523, -5.684, -1.344)
C (-3.390, -6.679, -1.748)
H (-4.324, -8.045, 1.084)
H (-2.922, -6.234, 2.042)
H (-1.705, -4.647, 0.385)
H (-1.991, -5.036, -2.024)
H (-3.553, -6.793, -2.809)
N (-8.572, -6.971, -1.462)
C (-9.422, -5.954, -1.539)
C (-9.136, -4.656, -1.206)
C (-7.825, -4.322, -0.710)
C (-6.879, -5.397, -0.598)
C (-7.306, -6.651, -0.990)
H (-10.396, -6.263, -1.890)
H (-9.848, -3.847, -1.142)
H (-7.653, -3.270, -0.533)
H (-5.891, -5.182, -0.219)
H (-6.684, -7.526, -0.871)
N (4.517, 8.160, 3.631)
C (5.573, 7.537, 3.106)
C (5.493, 6.516, 2.111)
C (4.236, 6.147, 1.632)
C (3.064, 6.788, 2.191)
C (3.280, 7.689, 3.238)
H (6.552, 7.940, 3.322)
H (6.356, 5.988, 1.732)
H (4.216, 5.456, 0.802)
H (2.110, 6.598, 1.722)
H (2.413, 8.243, 3.568)
N (1.518, -7.509, -1.725)
C (2.738, -8.038, -1.805)
C (3.972, -7.334, -1.861)
C (3.932, -5.978, -1.858)
C (2.675, -5.369, -1.671)
C (1.510, -6.160, -1.707)
H (2.743, -9.115, -1.883)
H (4.878, -7.920, -1.905)
H (4.842, -5.397, -1.856)
H (2.680, -4.296, -1.550)
H (0.611, -5.566, -1.631)
N (-1.353, 0.787, -5.938)
C (-0.007, 0.973, -5.752)
C (0.845, 1.338, -6.784)
C (0.315, 1.390, -8.077)
C (-1.067, 1.094, -8.265)
C (-1.858, 0.896, -7.166)
H (0.452, 0.750, -4.800)
H (1.903, 1.455, -6.598)
H (0.925, 1.560, -8.952)
H (-1.463, 0.989, -9.264)
H (-2.892, 0.635, -7.333)
N (-4.591, 2.926, 3.709)
C (-4.026, 1.941, 4.462)
C (-3.949, 2.043, 5.864)
C (-4.606, 3.108, 6.451)
C (-5.169, 4.133, 5.694)
C (-5.119, 3.983, 4.334)
H (-3.488, 1.154, 3.953)
H (-3.530, 1.245, 6.460)
H (-4.587, 3.081, 7.530)
H (-5.707, 4.960, 6.133)
H (-5.612, 4.652, 3.645)

* E_LUMO: -0.057 eV
* highest occupied orbital energy: -8.516 eV
* total charge: 0

# 4
Molecular formula: C2H2FIO
Method: DFT, wB97M-V/def2-TZVPD

Element x y z (Å)
O (-0.956, -1.710, 0.174)
C (-0.747, -0.541, 0.076)
I (-2.268, 0.892, 0.354)
C (0.785, 0.259, -0.213)
F (1.613, -0.365, 0.559)
H (0.693, 1.179, 0.319)
H (0.881, 0.286, -1.268)

* E_LUMO: 0.441 eV
* highest occupied orbital energy: -9.891 eV
* total charge: 0